Entry 1:
ORCA calculation (ωB97M-V with the def2-TZVPD basis set) on a 3-piece molecular cluster, C2H4ClO4P overall in a non-equilibrium geometry.

Cartesian coordinates (Å):
C -1.200 0.402 -1.525
C -0.907 0.968 -0.482
O 0.621 -2.439 2.786
O 2.259 -0.872 1.480
O 0.680 0.142 3.256
O -0.257 -0.917 0.957
P 0.808 -1.016 2.294
Cl -2.258 4.306 -9.278
H -1.409 -0.238 -2.391
H 2.407 0.065 1.588
H -0.618 1.496 0.395
H -0.126 -1.897 0.919

Properties
charge = -2
spin multiplicity = 1
gap between HOMO and LUMO = 0.2733 hartree

The molecule's Mulliken atomic charges, reported in e, are given here:
1 C -0.3300
2 C -0.3750
3 O -0.7606
4 O -0.5012
5 O -0.7340
6 O -0.3958
7 P 0.8355
8 Cl -1.0000
9 H 0.3265
10 H 0.2895
11 H 0.3854
12 H 0.2597

---

Entry 2:
ORCA calculation (ωB97M-V with the def2-TZVPD basis set) on C2H4ClOP as an isolated structure in a non-equilibrium geometry.

Cartesian coordinates (Å):
C -1.300 -0.517 -0.727
C 0.669 0.767 0.645
O 0.962 -2.006 0.192
P 0.141 -0.821 -0.001
Cl 2.194 1.063 -0.240
H -1.824 -1.295 -1.245
H -1.683 0.479 -0.730
H 0.888 0.785 1.716
H -0.047 1.545 0.390

Properties
charge = 0
spin multiplicity = 1
gap between HOMO and LUMO = 0.3689 hartree

The molecule's Mulliken atomic charges, reported in e, are given here:
1 C -0.6639
2 C -0.3594
3 O -0.6492
4 P 0.7570
5 Cl -0.1598
6 H 0.2770
7 H 0.2226
8 H 0.3108
9 H 0.2650

---

Entry 3:
ORCA calculation (ωB97M-V with the def2-TZVPD basis set) on C2H4ClOPS2 in the gas phase in a non-equilibrium geometry.

Cartesian coordinates (Å):
C 0.593 0.768 -0.119
C -0.610 0.839 0.840
O 1.214 -0.613 -0.230
P -0.028 -1.809 -0.348
S 1.175 -3.367 -0.634
S -1.863 2.021 0.601
Cl -0.966 -1.261 -2.035
H 0.280 1.149 -1.061
H 1.530 1.381 0.169
H -1.111 -0.146 0.979
H -0.214 1.038 1.837

Properties
charge = 0
spin multiplicity = 1
gap between HOMO and LUMO (alpha / beta) = 0.2536 / 0.2464 hartree

The molecule's Mulliken atomic charges, reported in e, are given here:
1 C -0.3987
2 C -0.4281
3 O -0.2878
4 P 0.4017
5 S -0.2025
6 S -0.0870
7 Cl -0.1667
8 H 0.3319
9 H 0.2932
10 H 0.2099
11 H 0.3342

---

Entry 4:
ORCA calculation (ωB97M-V with the def2-TZVPD basis set) on C2H4CsMgO2 as an isolated structure in a non-equilibrium geometry.

Cartesian coordinates (Å):
O 1.975 1.132 -0.274
C 0.534 -0.843 -0.753
C -0.699 -0.547 -0.201
O -0.784 0.084 1.026
H 2.767 0.698 0.045
H 1.297 -1.247 -0.076
H 0.616 -0.758 -1.839
H -1.557 -1.177 -0.471
Cs -4.630 0.847 1.850
Mg 0.483 1.812 0.691

Properties
charge = +1
spin multiplicity = 1
gap between HOMO and LUMO (alpha / beta) = 0.1666 / 0.1666 hartree

The molecule's Mulliken atomic charges, reported in e, are given here:
1 O -0.6531
2 C -0.4968
3 C -0.0773
4 O -0.7413
5 H 0.2437
6 H 0.2240
7 H 0.2618
8 H 0.2579
9 Cs 0.9845
10 Mg 0.9966

---

Number 1 is which compound?
C2H4ClO4P

---

What is the formula in the fourth record?
C2H4CsMgO2